Below is C13H17O3ReS3 as an isolated structure at a distorted geometry, with properties calculated with wB97M-V/def2-TZVPD.

The total charge is +3. As for the expectation value of S²: 0.7670. For the relative energy (zero: lowest compared OMol25 entry of this formula, charge and spin), the calculation gives 63.5 kcal/mol. The spin multiplicity is 2. The LUMO energy (alpha / beta) is -0.5294 / -0.5233 Eh. The calculation puts the total energy at -54503.2011 eV. As for the orbital gap (alpha / beta): 3.909 / 3.862 eV.

Geometry as XYZ:
```
37
C13H17O3ReS3 (wB97M-V/def2-TZVPD)
Re 0.14980 0.80863 0.72277
C -1.94860 0.32480 -1.81311
C -2.23215 1.78301 -1.53427
S -1.68089 2.27373 0.16758
C -0.79413 3.85033 -0.14013
C 0.49216 3.74451 -0.93153
S 1.61016 2.41256 -0.31020
C 1.97713 1.47130 -1.84775
C 0.76623 0.88651 -2.54387
S -0.23098 -0.22097 -1.45285
H -2.56905 -0.30868 -1.17606
H -2.16447 0.07283 -2.85544
H -1.77889 2.46649 -2.24834
H -3.31402 1.93884 -1.57840
H -1.48618 4.54113 -0.62979
H -0.60030 4.23600 0.86291
H 0.34024 3.60808 -2.00118
H 1.04696 4.67746 -0.78680
H 2.51155 2.13191 -2.53666
H 2.67166 0.68917 -1.53170
H 0.09931 1.64770 -2.94218
H 1.09981 0.25295 -3.37136
O -0.83605 -0.90106 1.94185
C -0.29717 -2.16367 1.99561
C -1.13809 -3.27949 2.15138
C -0.61505 -4.55493 2.10851
C 0.75248 -4.75347 1.93390
C 1.61227 -3.64751 1.87172
C 1.08531 -2.37116 1.88698
C 2.06813 -1.17640 1.99537
O 3.01087 -1.30013 2.71007
O 1.73478 -0.16466 1.27599
H -1.72078 -0.90108 2.35052
H -2.19648 -3.11915 2.30181
H -1.27488 -5.40654 2.21972
H 1.16485 -5.75219 1.87539
H 2.68447 -3.79685 1.85955
```